(1)
Formula: C4H8ClFSi
Source: the Open Molecules 2025 dataset
Level of theory: ωB97M-V/def2-TZVPD

Computed properties:
HOMO level = -9.75 eV
SMILES string = C=C(Cl)[Si](C)(C)F
Max |F| = 3.64 eV/Å
DFT total energy = -1006.80464 Eh
Frontier orbital gap = 0.388 Ha
Total charge = 0
Energy relative to the best compared isomer or geometry (same formula, charge and spin) = 0.0 kJ/mol

```
15
Properties=species:S:1:pos:R:3:forces:R:3:nbo_charge:R:1
H -0.014 -2.283 0.985 0.100 -0.909 -1.092 0.2569
C -1.960 1.587 -1.126 0.471 1.234 1.078 -0.3630
H -2.730 1.625 -1.831 -1.365 0.278 -0.834 0.2001
H 2.541 0.432 -0.699 -0.257 0.007 0.157 0.2506
F 0.381 1.725 0.863 -0.515 -0.737 0.516 -0.6430
C -1.519 0.421 -0.712 0.649 0.186 0.687 -0.5258
H -0.631 -1.168 2.087 -0.291 0.204 0.246 0.2407
Si 0.098 0.267 0.189 1.054 -0.503 -0.576 1.9127
H -1.621 2.540 -0.664 0.192 -0.868 -0.723 0.2267
Cl -2.345 -1.029 -1.123 -0.117 -0.629 -0.452 0.0005
C 1.527 0.222 -1.047 -0.560 -2.252 -2.805 -1.1743
H 1.401 0.658 -2.105 -0.112 0.304 1.894 0.2578
H 1.034 -1.181 1.826 1.923 -0.245 1.038 0.2315
H 1.523 -0.870 -1.459 0.300 1.252 1.128 0.2358
C 0.131 -1.296 1.325 -1.473 2.677 -0.262 -1.1071
```
Forces are in eV/Å.


(2)
Formula: C4H8ClN
Source: the Open Molecules 2025 dataset
Level of theory: ωB97M-V/def2-TZVPD

Computed properties:
HOMO level = -9.39 eV
SMILES string = C[C@H]1N[C@@H]1CCl
Max |F| = 4.94 eV/Å
DFT total energy = -672.04915 Eh
Frontier orbital gap = 0.377 Ha
Total charge = 0
Energy relative to the best compared isomer or geometry (same formula, charge and spin) = 229.9 kJ/mol

```
14
Properties=species:S:1:pos:R:3:forces:R:3:nbo_charge:R:1
H -1.704 0.358 -2.683 0.763 -1.874 -0.684 0.2237
C -1.280 -0.725 -2.626 0.712 1.567 0.347 -0.6484
H -0.317 2.020 0.300 0.941 -3.271 0.898 0.2313
C -1.006 -0.822 -1.101 -0.756 0.738 0.079 -0.0234
H -1.146 0.585 1.113 2.108 -0.212 -0.902 0.2362
Cl 1.046 0.909 2.131 -0.664 -0.177 -1.405 -0.1280
H 0.807 -1.878 -1.224 -1.656 1.042 1.784 0.3639
H -1.986 -1.424 -3.096 -0.039 0.088 0.722 0.2260
C -0.114 0.823 0.633 -1.948 4.283 1.492 -0.3681
H 0.718 0.558 -1.581 -0.661 -1.173 3.305 0.2193
N 0.137 -1.417 -0.494 2.121 -0.963 -1.715 -0.5864
H -2.021 -0.881 -0.520 2.252 0.266 -0.668 0.1983
C 0.274 0.056 -0.548 -2.282 -0.923 -3.869 -0.1515
H -0.325 -0.866 -3.215 -0.891 0.609 0.615 0.2072
```
Forces are in eV/Å.


(3)
Formula: C4H8ClN2O
Source: the Open Molecules 2025 dataset
Level of theory: ωB97M-V/def2-TZVPD

Computed properties:
HOMO level = -4.41 eV
Max |F| = 5.32 eV/Å
DFT total energy = -802.05472 Eh
Frontier orbital gap = 0.303 Ha
Total charge = -1
Energy relative to the best compared isomer or geometry (same formula, charge and spin) = 0.0 kJ/mol

```
16
Properties=species:S:1:pos:R:3:forces:R:3:nbo_charge:R:1
C 0.864 -0.728 0.278 -1.409 -0.075 -0.083 -0.2367
N -0.578 -0.327 -1.590 -2.616 0.564 -0.422 0.1249
H 1.934 -1.032 0.337 -0.882 0.458 0.444 0.2130
H -2.584 -0.593 -1.518 0.189 -0.133 -0.458 0.1853
C -1.698 -0.300 -0.980 -2.341 -0.054 0.749 -0.2336
C -0.472 -0.383 2.408 1.340 -0.630 -0.521 -0.1830
N 0.337 0.006 1.414 -0.378 -0.620 2.905 -0.5861
H 0.515 1.182 -0.821 -0.023 -0.757 0.630 0.2907
H 0.188 -1.560 0.186 0.324 -1.127 0.140 0.2132
H -1.912 0.126 -0.014 0.959 -0.183 0.308 0.2142
O -0.487 -0.546 -2.799 0.246 -1.245 -3.001 -0.5511
Cl 1.514 2.857 0.958 0.068 0.030 -0.053 -0.9284
C 0.571 0.074 -0.968 4.569 2.575 0.872 -0.3004
H 0.787 0.891 1.414 0.757 1.789 0.560 0.4260
H -0.401 0.285 3.369 -0.064 -0.011 -2.181 0.1164
H 1.423 0.050 -1.675 -0.739 -0.581 0.109 0.2358
```
Forces are in eV/Å.


(4)
Formula: C4H8ClN2O2S
Source: the Open Molecules 2025 dataset
Level of theory: ωB97M-V/def2-TZVPD

Computed properties:
HOMO level = -14.83 eV
Max |F| = 3.94 eV/Å
DFT total energy = -1275.27833 Eh
Frontier orbital gap = 0.392 Ha
Total charge = +1
Energy relative to the best compared isomer or geometry (same formula, charge and spin) = 134.4 kJ/mol

```
18
Properties=species:S:1:pos:R:3:forces:R:3:nbo_charge:R:1
H -0.608 -2.232 1.897 0.909 0.521 -0.652 0.2557
H -0.803 -3.185 0.551 -0.963 -1.640 -1.090 0.2632
H 0.980 1.453 0.417 0.428 -0.467 -0.110 0.2230
H -0.300 -1.571 -1.122 -0.344 0.710 -0.215 0.2026
O -5.145 1.085 0.097 -1.722 1.048 -0.555 -0.7919
N -0.775 2.153 -0.353 3.215 -1.512 -0.579 -0.5030
C -0.246 -2.357 0.851 1.530 0.733 1.244 -0.7020
C -0.522 -1.260 -0.096 -0.870 2.140 0.686 0.3044
H 1.182 2.954 -0.354 -0.093 0.107 -0.615 0.2457
N -0.984 -0.097 0.280 0.628 -0.930 -0.653 -0.5104
H 0.942 1.457 -1.377 0.375 -0.138 -0.615 0.2269
S -4.111 0.297 0.592 1.635 -1.653 0.279 1.6230
C 0.706 1.987 -0.484 -1.023 0.507 1.596 -0.4206
H -1.118 3.048 -0.380 -1.495 2.314 -0.044 0.4372
H 0.845 -2.683 0.712 -1.429 0.540 0.565 0.2717
O -2.776 1.295 0.121 0.147 0.816 -0.691 -0.6832
C -1.483 1.126 -0.070 -0.964 -3.660 1.081 0.8105
Cl -3.857 -1.317 -0.751 0.037 0.563 0.369 -0.2526
```
Forces are in eV/Å.


(5)
Formula: C4H8ClN3S
Source: the Open Molecules 2025 dataset
Level of theory: ωB97M-V/def2-TZVPD

Computed properties:
HOMO level = -8.73 eV
SMILES string = [H]/N=C(SN)/C(=N/[H])[C@H](C)Cl
Max |F| = 4.02 eV/Å
DFT total energy = -1179.78110 Eh
Frontier orbital gap = 0.340 Ha
Total charge = 0
Energy relative to the best compared isomer or geometry (same formula, charge and spin) = 0.0 kJ/mol

```
17
Properties=species:S:1:pos:R:3:forces:R:3:nbo_charge:R:1
N -3.251 1.223 -0.521 1.617 -1.855 0.770 -0.9567
H 0.783 -2.181 1.251 0.952 -0.096 0.634 0.3467
H 3.572 0.122 0.397 -0.229 -0.282 0.939 0.2387
N -0.002 -1.752 0.817 -1.228 -1.998 1.067 -0.5495
H -3.940 1.864 -0.207 -0.314 0.887 0.803 0.3744
H -1.811 0.674 -2.014 -1.096 0.257 0.078 0.3990
C 1.537 -0.016 -0.125 -0.492 -0.245 1.846 -0.1974
H -3.785 0.395 -0.802 0.209 0.145 0.194 0.3622
S -2.113 0.625 0.840 -0.681 0.134 -3.380 0.1779
N -1.129 -0.029 -1.800 1.885 -0.671 0.361 -0.6285
H 2.876 -1.407 1.195 -0.422 1.086 -1.047 0.2267
H 1.739 -0.275 -1.123 0.542 -0.089 -1.456 0.2297
C -0.870 -0.165 -0.600 -3.211 2.069 1.237 0.2861
C 0.217 -0.734 0.171 1.608 1.443 -1.972 0.1744
Cl 1.203 1.813 -0.138 0.593 -1.132 0.073 -0.0659
H 2.292 0.181 1.793 1.217 -0.331 -0.746 0.2310
C 2.681 -0.339 0.866 -0.949 0.679 0.599 -0.6488
```
Forces are in eV/Å.


(6)
Formula: C4H8ClOP
Source: the Open Molecules 2025 dataset
Level of theory: ωB97M-V/def2-TZVPD

Computed properties:
HOMO level = -9.54 eV
SMILES string = C=C(C)[P@](C)(=O)Cl
Max |F| = 5.63 eV/Å
DFT total energy = -1033.96531 Eh
Frontier orbital gap = 0.375 Ha
Total charge = 0
Energy relative to the best compared isomer or geometry (same formula, charge and spin) = 182.7 kJ/mol

```
15
Properties=species:S:1:pos:R:3:forces:R:3:nbo_charge:R:1
C -0.660 1.792 1.291 1.695 1.664 2.604 -0.4353
H 0.029 -1.632 -0.912 0.121 -1.113 -0.552 0.2235
C 0.816 -1.958 -0.238 0.191 3.010 0.444 -0.9308
H 0.462 -2.558 0.585 -0.223 0.351 0.469 0.2460
C -1.429 0.459 -0.694 -0.958 0.140 1.192 -0.6973
C -0.492 0.974 0.306 2.831 -3.138 -0.923 -0.1398
H -1.007 0.508 -1.615 1.498 0.963 -3.082 0.2291
H -1.620 2.139 1.710 0.441 0.035 -0.742 0.2157
O 2.306 -0.152 1.304 2.174 0.772 2.380 -1.0626
Cl 2.191 0.376 -1.634 0.084 0.096 -0.039 -0.2976
H 1.707 -2.398 -0.621 0.324 -0.462 -0.928 0.2416
H -2.331 1.023 -0.728 -0.813 0.587 0.086 0.2258
H -1.700 -0.562 -0.765 -0.314 -1.343 1.213 0.2252
H 0.290 2.153 1.833 -1.717 -0.713 -0.525 0.2271
P 1.437 -0.163 0.176 -5.334 -0.850 -1.596 1.7296
```
Forces are in eV/Å.


Question: Look up the total charge of the sixth one.
Answer: 0


Question: Which value of HOMO level does entry 1 give?
Answer: -9.75 eV